{
  "formula": "C34H38ClF14NO9",
  "method": "wB97M-V/def2-TZVPD",
  "species": ["H", "O", "F", "C", "H", "O", "F", "C", "F", "O", "H", "F", "N", "H", "H", "C", "H", "H", "C", "H", "O", "F", "C", "C", "C", "H", "C", "C", "F", "C", "C", "C", "C", "F", "H", "H", "H", "H", "H", "C", "H", "F", "H", "F", "H", "H", "C", "C", "H", "O", "H", "C", "C", "H", "C", "H", "C", "H", "H", "F", "H", "O", "H", "H", "H", "H", "F", "F", "C", "C", "H", "C", "O", "C", "C", "Cl", "C", "C", "C", "O", "H", "C", "H", "H", "F", "O", "H", "H", "F", "C", "C", "C", "H", "H", "H", "C", "C"],
  "positions_angstrom": [[1.931816, -4.792625, 1.286606], [-5.471761, -4.690484, 3.670145], [-6.985803, 0.105681, 2.416102], [9.389908, 6.101267, -1.790102], [5.261571, -4.106499, -1.193377], [-0.588263, -2.524601, -3.481692], [6.261741, 7.923449, 0.982830], [-0.920225, -3.363311, -0.661816], [5.074623, 6.131385, 1.147148], [7.115470, 4.778398, -0.001765], [10.251703, 5.689875, -2.314117], [-6.483183, -7.733346, 3.707315], [2.282228, 3.247145, 0.308918], [-6.443885, -2.778826, 2.054643], [-0.115071, -4.940456, 0.553793], [-5.537878, 1.079770, -0.912036], [-7.841265, -3.204959, 1.079377], [-5.301137, -0.550302, -2.214991], [5.448391, 1.592508, 1.504613], [-7.957752, -1.895759, 2.261192], [-7.498813, -5.189812, 2.830839], [6.593745, 6.561808, 2.618426], [3.326495, -4.018737, -2.119652], [4.190977, -4.177533, -1.086624], [-4.703740, 0.463552, 2.056856], [-0.361456, -5.453880, -1.074921], [-0.536680, -1.704889, -2.578560], [3.677807, -4.441624, 0.157131], [-6.320042, 1.605348, -1.885600], [-0.719959, -0.242995, -2.788260], [-4.649179, 0.043029, -1.569329], [7.326090, 5.850985, 0.480335], [-0.247171, -2.114358, -1.152298], [-3.989014, 1.595315, 2.168317], [-7.640759, -3.558366, 4.121707], [-3.074426, -1.224097, -2.852056], [9.598102, 4.847944, -0.034376], [5.196300, 0.609472, 1.121019], [-9.056080, -3.929744, 3.151499], [0.097144, 0.549474, -2.087724], [5.933422, 1.475333, 2.469856], [-7.742712, 0.891858, -0.073327], [-4.265041, -0.206296, 1.315658], [-6.517745, -0.888186, 0.020733], [-4.222210, -0.634227, -0.821030], [4.174421, 4.138190, 0.513745], [-5.909735, -6.909115, 2.821801], [-6.165735, 0.834988, 1.619677], [3.733999, -3.803534, -3.096717], [0.054089, 1.889014, -2.242614], [0.091116, 2.134035, -0.130637], [-1.759443, 0.255447, -3.729105], [0.320312, 2.659993, -1.055888], [-1.676688, -3.634161, -1.395963], [-0.010705, -4.616006, -0.478652], [-1.468526, -3.103674, 0.240920], [3.735993, 3.142995, 0.399429], [1.671530, 4.270124, -1.399722], [6.084371, 2.131148, 0.804775], [-4.853438, 2.102328, -0.378877], [-3.799578, -0.275876, -4.160605], [-3.669742, 0.674335, -2.331214], [1.937263, 4.039947, 0.828168], [2.381603, 2.724848, -1.755266], [4.311852, -4.558504, 1.022721], [8.491914, 5.610209, -2.163922], [-4.710554, -0.122347, 3.256681], [-6.352096, -7.243257, 1.604625], [4.136676, 2.339668, 1.687777], [-7.529580, -2.873772, 2.071131], [10.448396, 6.382034, 0.058338], [-3.133158, -0.224932, -3.295849], [2.220456, 0.329051, -0.991668], [6.298125, 6.628904, 1.314227], [2.332644, -4.562757, 0.308319], [0.953020, -1.608813, 1.189066], [9.538545, 5.903351, -0.297123], [-6.241897, -5.447736, 3.159547], [-6.501285, 0.450970, 0.150652], [8.459810, 6.532306, 0.421739], [4.139482, 3.018952, 2.541991], [1.987724, -4.143494, -1.966067], [9.305158, 7.162264, -2.027198], [4.145601, 2.646016, -0.472174], [-4.597970, -7.119450, 2.852928], [3.149583, 1.337100, 1.945428], [-1.562948, -0.026110, -4.760997], [-0.369021, 3.499666, -1.112101], [-6.454047, 2.104788, 1.864737], [1.462091, -4.421518, -0.732068], [1.741079, 3.232212, -1.046426], [1.091650, -0.096900, -1.142521], [-1.803177, 1.339538, -3.704105], [1.329297, -4.028217, -2.815745], [2.496189, 1.703583, 2.541790], [-7.970619, -3.860442, 3.128471], [0.549711, -1.315025, -0.456889]],
  "atomic_forces_ev_per_a": [[-0.026, 0.026, 0.135], [0.212, -0.132, 0.005], [-0.272, -0.127, -0.205], [-0.306, 0.079, -0.034], [0.112, 0.109, -0.280], [-0.472, 0.497, 0.670], [0.085, -0.029, -0.159], [0.028, -0.274, -0.680], [0.065, -0.041, -0.050], [-0.252, -0.044, 0.066], [0.025, 0.001, 0.036], [-0.071, 0.069, 0.076], [0.256, -0.549, -0.533], [-0.008, 0.058, 0.111], [-0.007, -0.078, 0.115], [-0.465, -0.371, -0.796], [-0.109, -0.009, 0.043], [-0.182, -0.125, 0.115], [-0.303, 0.590, 0.267], [-0.079, -0.024, 0.053], [-0.013, -0.227, 0.047], [0.151, -0.170, -0.008], [1.091, 0.351, -1.806], [1.075, -0.041, 0.958], [-0.369, 0.540, -0.403], [-0.218, 0.107, -0.278], [0.532, -0.178, -0.326], [0.814, -0.089, 0.531], [-0.096, 0.209, -0.127], [0.361, 0.010, -0.025], [0.078, -0.093, -0.010], [0.494, -0.116, -0.170], [-0.392, -0.366, -0.376], [0.275, 0.076, -0.178], [0.178, -0.122, -0.021], [0.001, -0.104, -0.097], [-0.206, -0.003, 0.032], [0.078, -0.102, -0.214], [0.020, -0.235, -0.063], [-0.384, 0.072, 0.087], [0.261, -0.091, -0.029], [-0.383, 0.033, -0.029], [0.305, -0.048, 0.132], [0.211, -0.303, 0.115], [0.153, -0.003, 0.012], [0.320, -0.160, -0.391], [0.174, -0.399, -0.165], [0.253, -1.041, 0.787], [-0.040, 0.033, -0.188], [0.287, -0.392, 0.345], [0.179, -0.388, -0.072], [-0.306, 0.138, 0.026], [0.204, 0.705, -0.364], [-0.088, 0.113, -0.095], [0.099, 0.210, 0.517], [0.195, -0.141, 0.323], [-0.242, 0.114, 1.457], [0.007, -0.042, -0.320], [0.264, -0.068, 0.060], [0.258, 0.021, 0.350], [-0.174, -0.009, 0.032], [0.204, 0.072, 0.149], [0.066, 0.139, -0.091], [0.103, -0.415, 0.206], [0.189, -0.022, 0.015], [0.047, -0.088, 0.020], [-0.072, -0.315, 0.224], [-0.036, 0.070, -0.022], [-0.826, -0.382, -0.793], [0.201, -0.298, -0.174], [-0.135, 0.139, 0.138], [-0.038, -0.149, -0.286], [-1.175, -0.427, -0.013], [-0.437, 0.411, 0.302], [-0.550, -0.352, 1.408], [0.145, 0.183, -0.181], [0.486, -0.148, -0.333], [-0.321, 0.408, 0.076], [0.055, 1.098, 0.237], [-0.108, 0.086, 0.190], [0.292, 0.170, 0.017], [-1.374, 0.048, -0.686], [0.115, 0.008, 0.019], [-0.092, -0.084, -0.189], [0.036, 0.111, 0.050], [0.397, -0.226, 0.399], [0.045, -0.261, -0.041], [-0.278, -0.090, -0.054], [0.135, 0.583, -0.310], [-1.028, -0.177, 0.129], [-0.390, 1.077, 0.562], [1.065, 0.604, 0.237], [0.207, 0.181, -0.017], [-0.056, 0.027, -0.113], [-0.235, 0.047, -0.141], [-0.253, 0.514, 0.000], [-0.020, 0.032, 0.056]],
  "lowdin_charge": [0.112, 0.172, 0.116, -0.059, 0.105, 0.119, 0.170, -0.119, 0.157, 0.167, 0.083, 0.169, -0.062, 0.075, 0.105, -0.414, 0.088, 0.150, -0.038, 0.068, 0.036, 0.170, -0.093, -0.091, -0.294, 0.119, -0.289, -0.084, 0.130, -0.077, -0.128, -0.398, -0.181, 0.106, 0.129, 0.123, 0.126, 0.085, 0.127, -0.149, 0.075, 0.166, 0.156, 0.140, 0.135, 0.094, -0.551, -0.377, 0.109, -0.007, 0.130, -0.076, -0.134, 0.109, -0.108, 0.111, -0.160, 0.115, 0.067, 0.156, 0.136, -0.082, 0.116, 0.113, 0.107, 0.078, 0.119, 0.166, -0.404, -0.068, 0.125, -0.179, 0.143, -0.544, -0.091, 0.809, -0.194, -0.403, -0.367, 0.037, 0.133, -0.046, 0.084, 0.118, 0.173, -0.074, 0.133, 0.123, 0.179, -0.263, -0.195, -0.285, 0.127, 0.115, 0.078, -0.183, -0.513],
  "e_homo_ev": -8.46,
  "lumo_ev": -0.76,
  "gap_ev": 7.71,
  "smiles": "C[C@H](O)CNCCOC1=C(CCOCC(F)(F)C(F)(F)C(F)(F)C(F)F)C(=O)C(CCc2ccccc2)=C(Cl)C1=O.CCOC(=O)C(F)(F)F.CCOC(=O)C(F)(F)F",
  "total_energy_ev": -106357.3832
}

{
  "formula": "H4O2P3",
  "method": "wB97M-V/def2-TZVPD",
  "species": ["O", "H", "P", "H", "P", "P", "H", "H", "O"],
  "positions_angstrom": [[2.110302, -1.652896, -0.586419], [-0.657248, -1.808623, -1.370206], [1.379777, -0.374217, -0.709380], [0.754085, 1.753205, 0.673920], [1.856673, 0.970544, 0.974157], [-0.807491, -0.789272, -0.441100], [1.139336, 0.204024, 1.880633], [-1.135809, 0.137094, -1.412765], [1.600698, 0.533580, -2.050353]],
  "atomic_forces_ev_per_a": [[0.197, -0.770, 0.509], [-0.118, -0.532, -0.419], [0.872, 3.180, -4.769], [-0.526, 0.537, -0.043], [0.811, -0.019, -0.321], [0.349, -0.060, 0.695], [-0.305, -0.339, 0.578], [-0.325, 0.517, -0.466], [-0.954, -2.514, 4.237]],
  "nbo_charge": [-1.163, -0.003, 1.694, -0.023, -0.125, -0.188, -0.030, 0.000, -1.163],
  "e_homo_ev": -4.28,
  "lumo_ev": 4.29,
  "gap_ev": 8.57,
  "smiles": "O=P([O-])(P)P",
  "total_energy_ev": -32028.4209,
  "charge": -1
}